No. 1
# C23H18FN5O2S

One molecule with the formula C23H18FN5O2S (ωB97M-V with the def2-TZVPD basis set, the OMol25 dataset).

Properties
**E**: -1809.5790 Ha

Last column: Löwdin charge in e.
Element x y z (Å)
O  -0.36715  -2.02477  -2.17615  0.087
C  0.11880  -1.57839  -1.16267  -0.463
N  -0.46949  -1.65425  0.04650  0.106
C  -1.78832  -2.23158  0.22316  -0.110
C  -2.86225  -1.17412  0.23669  -0.206
C  -3.47775  -0.79623  -0.95001  -0.026
C  -4.45684  0.17976  -0.95605  -0.013
C  -4.80281  0.77929  0.24082  -0.293
F  -5.75352  1.73647  0.24481  0.056
C  -4.19762  0.43331  1.43464  -0.015
C  -3.22355  -0.54800  1.42245  -0.036
C  1.53370  -0.97333  -1.13816  -0.130
C  2.38259  -1.87742  -0.27749  -0.166
C  2.54342  -1.67774  1.08832  -0.029
C  3.30417  -2.57593  1.81677  -0.049
C  3.86442  -3.65517  1.15131  -0.151
N  3.71049  -3.86051  -0.14489  0.070
C  2.99703  -2.99549  -0.83712  -0.082
N  1.54796  0.40728  -0.66449  0.055
C  2.76477  1.00745  -0.59168  -0.394
O  3.80734  0.40312  -0.75554  0.109
C  2.76636  2.46560  -0.30901  -0.284
C  3.79259  3.12365  0.33558  -0.311
S  3.43109  4.78397  0.35638  1.010
N  2.01321  4.51916  -0.47317  -0.317
N  1.81050  3.31455  -0.73853  -0.030
C  0.33002  1.10744  -0.46785  -0.266
C  -0.55823  1.28476  -1.51983  -0.005
C  -1.72450  1.99790  -1.31518  -0.062
C  -2.01231  2.52873  -0.06969  -0.080
C  -1.13836  2.33079  0.98471  -0.068
C  0.02889  1.61648  0.79070  -0.042
H  -0.05732  -1.18225  0.83479  0.130
H  -1.79264  -2.79848  1.15779  0.128
H  -1.94271  -2.91157  -0.61766  0.128
H  -3.18502  -1.27318  -1.87264  0.121
H  -4.95137  0.47612  -1.86728  0.122
H  -4.49254  0.92399  2.34853  0.120
H  -2.74849  -0.83595  2.34902  0.116
H  1.91829  -1.00756  -2.16632  0.169
H  2.10726  -0.81614  1.57757  0.111
H  3.45901  -2.43856  2.87597  0.101
H  4.46512  -4.38729  1.67407  0.102
H  2.90499  -3.20035  -1.89558  0.125
H  4.68031  2.70639  0.76237  0.079
H  -0.32389  0.88254  -2.49284  0.130
H  -2.40387  2.15391  -2.13860  0.113
H  -2.91467  3.10106  0.07903  0.109
H  -1.36180  2.73732  1.95957  0.109
H  0.72472  1.47323  1.60690  0.118



No. 2
# C23H18N4O2

A 3-piece molecular cluster, C23H18N4O2 overall (ωB97M-V with the def2-TZVPD basis set, the OMol25 dataset).

Properties
**E**: -1256.1323 Ha

Last column: Löwdin charge in e.
Element x y z (Å)
O  2.83781  1.93622  2.23239  -0.025
C  2.66164  1.51248  0.97319  -0.196
N  3.77622  1.37024  -0.08460  0.068
C  3.48104  0.75750  -1.43591  -0.227
O  4.26471  0.47349  -2.48710  -0.012
C  1.83361  0.53401  -1.31453  0.025
C  1.32430  1.00799  0.17003  -0.025
C  -0.25866  0.92264  0.58799  0.023
C  -1.36748  0.29687  -0.49696  -0.021
C  -0.85594  -0.18845  -2.00600  0.024
C  0.75676  -0.04954  -2.40503  -0.070
C  1.28744  -0.47234  -3.89878  -0.112
C  0.77237  0.24291  -5.32163  -0.003
C  1.47792  -0.31270  -6.67950  -0.129
N  2.52784  -1.34829  -6.89523  -0.035
C  3.01291  -2.04863  -5.67198  -0.098
C  2.43590  -1.63287  -4.21032  -0.013
H  4.18839  2.29264  -0.38428  0.151
H  -0.56982  1.30644  1.64874  0.099
H  -2.49966  0.20519  -0.18281  0.065
H  -1.64857  -0.62088  -2.77627  0.102
H  -0.04631  1.10452  -5.30595  0.098
H  1.08122  0.20917  -7.67992  0.104
H  3.83427  -2.90831  -5.75512  0.114
H  2.88790  -2.20425  -3.27092  0.098
C  -6.67643  -2.15478  -0.09693  -0.074
C  -6.66161  -1.64966  -1.39275  -0.072
C  -5.44960  -1.23474  -1.92096  -0.143
N  -4.27908  -1.28853  -1.24839  0.047
C  -4.32523  -1.78196  0.00813  -0.160
C  -5.48667  -2.22463  0.62050  -0.070
H  -7.60731  -2.49102  0.35036  0.107
H  -7.57180  -1.58108  -1.97764  0.104
H  -5.38561  -0.83611  -2.92925  0.103
H  -3.37182  -1.81258  0.52812  0.095
H  -5.46467  -2.61369  1.63214  0.104
C  2.78898  0.82497  5.51428  -0.076
C  2.48211  0.40664  6.80475  -0.085
C  1.88552  1.31528  7.66417  -0.161
N  1.58705  2.58797  7.32280  0.045
C  1.89836  2.96574  6.06390  -0.150
C  2.49204  2.12923  5.13239  -0.079
H  3.25587  0.14054  4.81198  0.105
H  2.70173  -0.60281  7.13345  0.098
H  1.62379  1.03566  8.68052  0.098
H  1.65046  3.99381  5.81505  0.100
H  2.71811  2.48572  4.13385  0.060



No. 3
# C23H19AuF9N2OSe3

C23H19AuF9N2OSe3 as an isolated structure (ωB97M-V with the def2-TZVPD basis set, the OMol25 dataset).

Properties
**Total charge**: +1
**E**: -9311.1592 Ha

Last column: Löwdin charge in e.
Element x y z (Å)
Au  1.15850  0.90476  -1.83667  0.722
Se  2.80500  2.91851  -3.63806  0.667
Se  4.27062  2.33343  -1.93735  0.675
C  4.16157  0.40049  -1.85840  -0.643
C  5.36705  -0.28366  -1.88755  -0.095
C  5.35332  -1.66386  -1.75153  -0.032
C  4.14333  -2.31825  -1.59706  -0.027
C  2.98370  -1.56659  -1.57632  -0.100
N  2.99783  -0.23423  -1.69931  -0.085
C  1.32892  3.72757  -2.69450  -0.650
C  1.09616  5.08246  -2.84369  -0.083
C  -0.04295  5.62943  -2.26601  -0.030
C  -0.90165  4.81045  -1.55720  -0.028
C  -0.59068  3.46704  -1.43465  -0.101
N  0.49856  2.93799  -1.99341  -0.101
H  6.29316  0.25544  -2.02627  0.105
H  6.28149  -2.21910  -1.77849  0.122
H  4.09144  -3.39320  -1.50260  0.118
H  2.00772  -2.01710  -1.44929  0.100
H  1.79213  5.69212  -3.40090  0.108
H  -0.25150  6.68550  -2.37326  0.122
H  -1.80468  5.19751  -1.10789  0.118
H  -1.22443  2.77914  -0.89024  0.101
F  0.20297  -1.49665  -3.78405  0.151
C  -0.62861  -2.32029  -3.12845  -0.555
F  0.11869  -3.31813  -2.64161  0.171
F  -1.48737  -2.82693  -4.00363  0.200
C  -1.32600  -1.54361  -1.97084  -0.293
O  -0.39662  -0.88674  -1.22886  -0.435
C  -2.07843  -2.55189  -1.04320  -0.554
F  -2.93612  -3.32771  -1.69985  0.195
F  -2.75753  -1.88287  -0.09679  0.157
F  -1.20400  -3.33550  -0.40628  0.171
C  -2.34842  -0.51940  -2.56178  -0.551
F  -3.37207  -1.08037  -3.19556  0.194
F  -2.83697  0.25529  -1.58134  0.150
F  -1.72130  0.29927  -3.42080  0.156
C  -2.54963  -1.43314  6.14668  -0.024
C  -1.93206  -1.04446  4.84155  -0.212
C  -0.63302  -1.45422  4.51921  0.007
C  -0.05756  -1.13943  3.31240  -0.270
C  1.34063  -1.59962  3.02104  -0.071
C  -0.81069  -0.34951  2.37309  -0.477
Se  -0.13046  -0.03273  0.71831  1.235
C  -2.13463  0.09694  2.71475  -0.259
C  -2.99044  0.93033  1.80770  -0.058
C  -2.65457  -0.26819  3.93792  -0.001
H  -1.86696  -2.00914  6.76640  0.083
H  -3.44890  -2.02699  5.97110  0.099
H  -2.86087  -0.54360  6.69699  0.097
H  -0.07675  -2.04243  5.23835  0.125
H  1.71900  -2.19838  3.84648  0.084
H  2.00839  -0.74970  2.87784  0.085
H  1.37813  -2.19479  2.10858  0.072
H  -2.48183  1.22106  0.89445  0.016
H  -3.31799  1.82416  2.34032  0.096
H  -3.88614  0.37313  1.52763  0.101
H  -3.65647  0.05041  4.20291  0.136



No. 4
# C23H19CuN3O8

C23H19CuN3O8 as an isolated structure (ωB97M-V with the def2-TZVPD basis set, the OMol25 dataset).

Properties
**2S+1**: 2
**E**: -3294.5381 Ha

Last column: Löwdin charge in e.
Element x y z (Å)
Cu  -0.16410  -0.15400  -0.14600  0.651
O  2.93180  0.00790  6.43290  0.086
N  3.70860  0.01710  5.50560  -0.342
O  4.91230  0.03280  5.63560  0.086
C  3.19390  0.00800  4.14380  -0.062
C  4.13250  0.00520  3.15070  0.082
C  3.77550  -0.00380  1.78080  -0.114
C  4.72190  0.00410  0.73810  0.020
C  4.28180  0.00040  -0.56260  -0.014
C  2.90230  -0.00470  -0.81090  -0.063
N  2.01470  -0.01770  0.15110  0.096
C  2.40780  -0.02490  1.42720  -0.110
C  1.41140  -0.05690  2.46740  -0.111
N  0.13550  -0.13470  2.08150  0.110
C  -0.82290  -0.18800  2.97260  -0.088
C  -0.56300  -0.10480  4.34180  -0.007
C  0.73880  -0.01580  4.77380  0.025
C  1.78930  -0.01900  3.83600  -0.044
H  5.17920  0.00790  3.42140  0.133
H  5.77640  0.01570  0.97340  0.125
H  4.97640  0.00630  -1.38730  0.112
H  2.51600  0.00900  -1.82010  0.131
H  -1.82570  -0.29460  2.58680  0.113
H  -1.37390  -0.10920  5.05150  0.114
H  0.95300  0.04650  5.82780  0.105
C  -2.93460  2.21590  1.35500  -0.006
C  -2.59970  1.59440  -0.00120  -0.482
C  -3.74290  1.78860  -0.99590  0.002
O  -2.33000  0.18860  0.18560  -0.048
C  -1.31640  2.32160  -0.52440  -0.597
O  -1.38400  3.50290  -0.78850  0.083
O  -0.25480  1.62220  -0.63030  -0.070
H  -3.80240  1.73320  1.79810  0.093
H  -3.14440  3.27070  1.20460  0.095
H  -2.08250  2.12740  2.02320  0.078
H  -4.56290  1.10390  -0.78080  0.097
H  -3.38710  1.62180  -2.01000  0.078
H  -4.12160  2.80540  -0.93790  0.095
H  -2.74930  -0.30350  -0.53530  0.091
O  -2.61530  -4.68610  -1.87250  0.075
C  -2.63150  -3.42250  -2.30190  -0.261
C  -3.64890  -3.02570  -3.17620  -0.002
C  -3.68130  -1.74570  -3.68470  -0.073
C  -2.68190  -0.83720  -3.36000  -0.099
C  -1.68280  -1.21350  -2.48640  -0.066
C  -1.66050  -2.47910  -1.90850  -0.068
C  -0.60840  -2.88190  -0.91850  -0.541
O  -0.39910  -4.08420  -0.72900  0.053
O  0.04610  -1.98810  -0.28160  -0.077
H  -1.77500  -4.80910  -1.35700  0.083
H  -4.38950  -3.75750  -3.46330  0.119
H  -4.47120  -1.45020  -4.35750  0.106
H  -2.67480  0.14030  -3.81420  0.103
H  -0.86580  -0.52360  -2.26950  0.104



Question: Which value of E does entry 2 give?
Answer: -1256.1323 Ha



Please write out number 3 again, unchanged.
# C23H19AuF9N2OSe3

C23H19AuF9N2OSe3 as an isolated structure (ωB97M-V with the def2-TZVPD basis set, the OMol25 dataset).

Properties
**Total charge**: +1
**E**: -9311.1592 Ha

Last column: Löwdin charge in e.
Element x y z (Å)
Au  1.15850  0.90476  -1.83667  0.722
Se  2.80500  2.91851  -3.63806  0.667
Se  4.27062  2.33343  -1.93735  0.675
C  4.16157  0.40049  -1.85840  -0.643
C  5.36705  -0.28366  -1.88755  -0.095
C  5.35332  -1.66386  -1.75153  -0.032
C  4.14333  -2.31825  -1.59706  -0.027
C  2.98370  -1.56659  -1.57632  -0.100
N  2.99783  -0.23423  -1.69931  -0.085
C  1.32892  3.72757  -2.69450  -0.650
C  1.09616  5.08246  -2.84369  -0.083
C  -0.04295  5.62943  -2.26601  -0.030
C  -0.90165  4.81045  -1.55720  -0.028
C  -0.59068  3.46704  -1.43465  -0.101
N  0.49856  2.93799  -1.99341  -0.101
H  6.29316  0.25544  -2.02627  0.105
H  6.28149  -2.21910  -1.77849  0.122
H  4.09144  -3.39320  -1.50260  0.118
H  2.00772  -2.01710  -1.44929  0.100
H  1.79213  5.69212  -3.40090  0.108
H  -0.25150  6.68550  -2.37326  0.122
H  -1.80468  5.19751  -1.10789  0.118
H  -1.22443  2.77914  -0.89024  0.101
F  0.20297  -1.49665  -3.78405  0.151
C  -0.62861  -2.32029  -3.12845  -0.555
F  0.11869  -3.31813  -2.64161  0.171
F  -1.48737  -2.82693  -4.00363  0.200
C  -1.32600  -1.54361  -1.97084  -0.293
O  -0.39662  -0.88674  -1.22886  -0.435
C  -2.07843  -2.55189  -1.04320  -0.554
F  -2.93612  -3.32771  -1.69985  0.195
F  -2.75753  -1.88287  -0.09679  0.157
F  -1.20400  -3.33550  -0.40628  0.171
C  -2.34842  -0.51940  -2.56178  -0.551
F  -3.37207  -1.08037  -3.19556  0.194
F  -2.83697  0.25529  -1.58134  0.150
F  -1.72130  0.29927  -3.42080  0.156
C  -2.54963  -1.43314  6.14668  -0.024
C  -1.93206  -1.04446  4.84155  -0.212
C  -0.63302  -1.45422  4.51921  0.007
C  -0.05756  -1.13943  3.31240  -0.270
C  1.34063  -1.59962  3.02104  -0.071
C  -0.81069  -0.34951  2.37309  -0.477
Se  -0.13046  -0.03273  0.71831  1.235
C  -2.13463  0.09694  2.71475  -0.259
C  -2.99044  0.93033  1.80770  -0.058
C  -2.65457  -0.26819  3.93792  -0.001
H  -1.86696  -2.00914  6.76640  0.083
H  -3.44890  -2.02699  5.97110  0.099
H  -2.86087  -0.54360  6.69699  0.097
H  -0.07675  -2.04243  5.23835  0.125
H  1.71900  -2.19838  3.84648  0.084
H  2.00839  -0.74970  2.87784  0.085
H  1.37813  -2.19479  2.10858  0.072
H  -2.48183  1.22106  0.89445  0.016
H  -3.31799  1.82416  2.34032  0.096
H  -3.88614  0.37313  1.52763  0.101
H  -3.65647  0.05041  4.20291  0.136